Record 1
# C29H50F9N2O3

3 unconnected molecules or ions with the total composition C29H50F9N2O3 in a non-equilibrium geometry (ωB97M-V/def2-TZVPD, OMol25).

## Properties
Highest occupied orbital energy (alpha / beta): -1.7 / -1.7 eV
Energy: -64459.6665 eV
Net charge: -1
E_LUMO (alpha / beta): 1.821 / 1.482 eV
2S+1: 3

Atoms and positions in Å:
C (-2.531, 4.354, 1.963)
O (-2.356, 3.071, 2.518)
C (-2.394, 2.017, 1.577)
C (-3.689, 1.181, 1.641)
C (-4.849, 1.887, 2.352)
C (-5.943, 0.919, 2.672)
C (-6.959, 0.600, 1.617)
C (-7.918, 1.751, 1.304)
C (-9.021, 1.953, 2.333)
F (-10.254, 1.728, 1.799)
F (-8.886, 1.066, 3.352)
C (-9.053, 3.345, 3.027)
F (-7.793, 3.709, 3.370)
F (-9.764, 3.219, 4.172)
C (-9.742, 4.523, 2.280)
F (-11.083, 4.370, 2.319)
F (-9.432, 5.650, 2.962)
C (-9.339, 4.802, 0.815)
F (-8.028, 4.914, 0.701)
F (-9.752, 3.857, 0.002)
F (-9.882, 5.933, 0.438)
H (-2.833, 5.023, 2.762)
H (-3.313, 4.355, 1.202)
H (-1.604, 4.721, 1.519)
H (-1.550, 1.362, 1.777)
H (-2.233, 2.404, 0.570)
H (-3.480, 0.249, 2.160)
H (-3.982, 0.946, 0.621)
H (-5.222, 2.693, 1.720)
H (-4.483, 2.317, 3.280)
H (-5.552, 0.009, 3.117)
H (-6.398, 0.433, 0.691)
H (-7.500, -0.312, 1.840)
H (-8.359, 1.630, 0.321)
H (-7.315, 2.651, 1.262)
C (3.984, 1.290, -2.011)
C (2.579, 1.055, -1.398)
C (1.633, 2.215, -1.720)
C (1.927, 3.497, -0.943)
C (1.979, 3.214, 0.557)
C (2.954, 2.096, 0.919)
N (2.663, 0.887, 0.088)
O (1.661, 0.235, 0.560)
C (4.399, 2.587, 0.734)
C (2.807, 1.727, 2.388)
C (2.045, -0.224, -2.023)
H (4.174, 0.570, -2.805)
H (4.095, 2.292, -2.434)
H (4.777, 1.137, -1.286)
H (0.609, 1.898, -1.495)
H (1.672, 2.402, -2.795)
H (2.865, 3.945, -1.282)
H (1.147, 4.233, -1.150)
H (2.256, 4.121, 1.101)
H (0.977, 2.936, 0.902)
H (5.104, 1.769, 0.878)
H (4.614, 3.352, 1.482)
H (4.586, 3.033, -0.240)
H (1.784, 1.464, 2.643)
H (3.100, 2.583, 2.999)
H (3.451, 0.885, 2.643)
H (2.677, -1.084, -1.774)
H (2.051, -0.106, -3.107)
H (1.026, -0.446, -1.710)
C (4.372, -6.127, -3.706)
C (4.965, -4.789, -3.182)
C (6.455, -4.967, -2.847)
C (6.697, -5.746, -1.560)
C (5.909, -5.108, -0.421)
C (4.417, -4.961, -0.750)
N (4.177, -4.276, -2.040)
O (4.502, -2.923, -1.865)
C (3.761, -6.355, -0.710)
C (3.746, -4.140, 0.340)
C (4.863, -3.780, -4.317)
H (4.147, -6.061, -4.773)
H (5.052, -6.974, -3.572)
H (3.433, -6.360, -3.212)
H (6.902, -3.975, -2.740)
H (6.963, -5.452, -3.690)
H (6.422, -6.800, -1.685)
H (7.765, -5.737, -1.322)
H (6.024, -5.698, 0.497)
H (6.323, -4.117, -0.216)
H (2.719, -6.287, -1.025)
H (3.781, -6.741, 0.314)
H (4.263, -7.093, -1.334)
H (4.220, -3.168, 0.449)
H (3.815, -4.674, 1.295)
H (2.692, -3.980, 0.106)
H (3.816, -3.588, -4.563)
H (5.366, -4.185, -5.203)
H (5.328, -2.836, -4.046)

Results of the Mulliken charge analysis, in e, for atoms 1 through 4: -0.736 -0.421 -0.437 -0.619

---

Record 2
# C29H50GeNP2PdSe

A molecular structure, C29H50GeNP2PdSe (ωB97M-V/def2-TZVPD, OMol25).

## Properties
Highest occupied orbital energy: -9.9 eV
Energy: -176290.2107 eV
Net charge: +1
E_LUMO: -3.737 eV

Atoms and positions in Å:
Pd (-0.529, -0.610, 0.254)
C (-3.207, 0.428, -2.447)
C (-1.765, 0.078, -2.813)
C (-1.461, 0.314, -4.290)
P (-0.570, 0.826, -1.618)
C (-0.657, 2.662, -1.598)
C (-1.638, 3.112, -0.511)
C (-0.955, 3.364, -2.921)
C (1.039, 0.316, -2.255)
C (1.893, 1.105, -3.021)
C (3.159, 0.659, -3.362)
C (3.578, -0.584, -2.907)
C (2.743, -1.379, -2.142)
C (1.445, -0.961, -1.832)
N (0.618, -1.724, -0.979)
C (0.472, -3.088, -1.101)
C (1.067, -3.860, -2.120)
C (1.006, -5.235, -2.078)
C (0.338, -5.906, -1.055)
C (-0.328, -5.170, -0.098)
C (-0.287, -3.774, -0.114)
P (-1.300, -2.674, 0.874)
C (-1.442, -3.171, 2.644)
C (-2.175, -4.479, 2.952)
C (-2.032, -2.041, 3.494)
C (-2.937, -2.675, 0.002)
C (-3.517, -4.060, -0.285)
C (-3.961, -1.771, 0.690)
H (-3.900, -0.216, -2.992)
H (-3.445, 1.460, -2.714)
H (-3.399, 0.304, -1.379)
H (-1.606, -0.989, -2.613)
H (-1.622, 1.348, -4.586)
H (-2.131, -0.305, -4.891)
H (-0.437, 0.037, -4.542)
H (0.353, 2.938, -1.273)
H (-2.662, 2.834, -0.764)
H (-1.605, 4.198, -0.410)
H (-1.401, 2.676, 0.458)
H (-1.972, 3.160, -3.255)
H (-0.272, 3.084, -3.720)
H (-0.873, 4.443, -2.773)
H (1.574, 2.089, -3.339)
H (3.817, 1.282, -3.952)
H (4.578, -0.933, -3.130)
H (3.109, -2.322, -1.756)
H (1.578, -3.378, -2.941)
H (1.485, -5.804, -2.865)
H (0.303, -6.987, -1.038)
H (-0.910, -5.685, 0.652)
H (-0.390, -3.285, 2.912)
H (-3.237, -4.396, 2.722)
H (-2.090, -4.690, 4.019)
H (-1.769, -5.335, 2.420)
H (-3.110, -1.965, 3.361)
H (-1.599, -1.069, 3.269)
H (-1.852, -2.258, 4.549)
H (-2.665, -2.219, -0.956)
H (-3.795, -4.584, 0.627)
H (-2.826, -4.684, -0.848)
H (-4.422, -3.944, -0.885)
H (-4.341, -2.234, 1.602)
H (-4.815, -1.613, 0.028)
H (-3.549, -0.793, 0.948)
C (2.196, -3.536, 3.013)
Ge (2.767, -1.665, 3.089)
C (3.511, -1.216, 1.338)
C (4.095, -1.466, 4.506)
C (1.270, -0.463, 3.656)
Se (0.306, 0.730, 2.453)
C (1.767, 1.650, 1.574)
H (3.088, -4.165, 3.044)
H (1.666, -3.757, 2.085)
H (1.572, -3.808, 3.866)
H (4.233, -1.987, 1.064)
H (4.025, -0.256, 1.337)
H (2.716, -1.209, 0.591)
H (4.936, -2.139, 4.331)
H (3.666, -1.705, 5.481)
H (4.476, -0.444, 4.539)
H (1.652, 0.198, 4.435)
H (0.487, -1.064, 4.121)
H (2.329, 0.990, 0.927)
H (2.408, 2.096, 2.330)
H (1.299, 2.436, 0.984)

Results of the Mulliken charge analysis, in e, for atoms 1 through 4: -0.411 -1.464 1.005 -1.497

---

Record 3
# C29H50N5O3S3Si3Yb

A molecular structure, C29H50N5O3S3Si3Yb (ωB97M-V/def2-TZVPD, OMol25).

## Properties
Highest occupied orbital energy (alpha / beta): -7.0 / -7.0 eV
Energy: -132149.8147 eV
E_LUMO (alpha / beta): -1.391 / -1.392 eV
2S+1: 2

Atoms and positions in Å:
Yb (0.616, -0.191, -0.388)
C (-2.815, -0.857, -2.130)
O (-1.660, -0.150, -1.703)
Si (-1.552, 1.519, -2.203)
C (-2.180, 1.584, -3.973)
C (-2.958, 2.328, -1.215)
C (0.171, 1.879, -1.803)
Si (0.397, 3.553, -0.968)
C (-0.679, 4.898, -1.762)
C (-0.052, 3.582, 0.872)
C (2.130, 4.268, -1.048)
Si (1.266, 1.813, -3.341)
C (3.116, 2.007, -3.066)
C (0.855, 3.186, -4.581)
C (1.064, 0.165, -4.262)
H (-3.702, -0.224, -2.061)
H (-2.980, -1.728, -1.503)
H (-2.705, -1.182, -3.167)
H (-3.165, 1.123, -4.062)
H (-1.517, 1.125, -4.699)
H (-2.299, 2.630, -4.253)
H (-3.596, 2.907, -1.883)
H (-2.615, 3.001, -0.436)
H (-3.595, 1.572, -0.748)
H (-1.746, 4.736, -1.643)
H (-0.476, 4.977, -2.828)
H (-0.449, 5.867, -1.314)
H (-1.114, 3.434, 1.055)
H (0.206, 4.559, 1.280)
H (0.507, 2.838, 1.441)
H (2.364, 4.651, -2.039)
H (2.897, 3.557, -0.757)
H (2.172, 5.111, -0.356)
H (3.428, 3.042, -3.189)
H (3.640, 1.412, -3.817)
H (3.449, 1.665, -2.091)
H (1.267, 4.136, -4.243)
H (-0.208, 3.330, -4.750)
H (1.318, 2.957, -5.543)
H (0.091, -0.308, -4.143)
H (1.828, -0.533, -3.918)
H (1.225, 0.319, -5.330)
O (1.222, -0.512, 7.647)
N (1.395, -1.294, 6.737)
O (1.955, -2.371, 6.830)
C (0.924, -0.887, 5.393)
C (-0.149, -0.069, 5.369)
C (-0.726, 0.309, 4.119)
C (-1.872, 1.121, 4.047)
C (-2.404, 1.420, 2.823)
C (-1.756, 0.925, 1.684)
N (-0.673, 0.174, 1.725)
C (-0.157, -0.161, 2.929)
C (0.992, -1.033, 2.972)
N (1.480, -1.461, 1.786)
C (2.563, -2.213, 1.796)
C (3.223, -2.584, 2.977)
C (2.725, -2.183, 4.182)
C (1.556, -1.392, 4.206)
H (-0.578, 0.285, 6.295)
H (-2.317, 1.495, 4.959)
H (-3.282, 2.039, 2.715)
H (-2.138, 1.156, 0.700)
H (2.962, -2.498, 0.833)
H (4.131, -3.164, 2.913)
H (3.217, -2.460, 5.102)
C (-2.776, -2.272, 1.436)
N (-1.457, -2.823, 1.688)
C (-1.344, -3.240, 3.077)
C (-1.174, -3.958, 0.826)
C (-0.996, -3.631, -0.646)
N (0.256, -2.959, -1.046)
C (1.379, -3.873, -0.795)
C (0.200, -2.760, -2.500)
H (-3.558, -3.049, 1.423)
H (-2.803, -1.737, 0.485)
H (-3.027, -1.556, 2.218)
H (-2.049, -4.049, 3.328)
H (-1.548, -2.398, 3.738)
H (-0.332, -3.596, 3.276)
H (-1.994, -4.697, 0.890)
H (-0.287, -4.460, 1.210)
H (-1.828, -3.027, -0.993)
H (-1.060, -4.585, -1.194)
H (1.221, -4.816, -1.338)
H (1.470, -4.095, 0.262)
H (2.307, -3.417, -1.132)
H (0.003, -3.708, -3.020)
H (1.155, -2.371, -2.850)
H (-0.582, -2.052, -2.757)
S (5.225, -0.283, 0.627)
C (3.699, -0.004, 0.074)
S (2.632, 1.169, 0.798)
S (3.032, -0.946, -1.254)

Results of the Mulliken charge analysis, in e, for atoms 1 through 4: -0.202 -1.741 0.486 0.137

---

Question: The highest energy belongs to which entry?
Answer: C29H50F9N2O3

---

Question: What is the formula in the second record?
Answer: C29H50GeNP2PdSe

---

Question: Among the records above, which one has the highest energy?
Answer: C29H50F9N2O3

---

Question: Which value of energy does entry 3 give?
Answer: -132149.8147 eV